[1]
Formula: C20H31N5O4
Source: OMol25
Level of theory: wB97M-V/def2-TZVPD

The geometry in XYZ format:
```
60
Properties=species:S:1:pos:R:3:lowdin_charge:R:1
C -5.0678 -2.1049 1.3733 -0.084
C -3.6223 -1.8993 1.1134 -0.334
C -3.2706 -0.4699 0.8510 -0.069
C -2.6742 -2.9152 1.1636 -0.127
C -1.9106 -3.4031 -0.0558 -0.195
C -0.4120 -3.0879 0.1237 -0.196
C 0.5118 -3.2910 -1.0867 -0.359
C -0.0854 -2.6885 -2.3658 -0.072
C 1.9770 -2.8380 -0.8487 -0.143
C 2.1897 -1.9832 0.3960 -0.161
N 1.6487 -0.6319 0.2776 0.133
C 2.1768 0.4407 -0.2770 -0.274
N 1.5238 1.6162 -0.2610 0.249
C 2.3217 2.4745 -0.8569 -0.216
C 2.0731 3.9397 -1.0679 -0.129
O 0.7568 4.2339 -1.3967 -0.021
C -0.1784 4.2070 -0.3633 -0.264
C -1.4956 4.4035 -0.7609 -0.009
C -2.5151 4.4246 0.1810 -0.065
C -2.2283 4.2510 1.5312 -0.073
C -0.9154 4.0576 1.9352 -0.062
C 0.1040 4.0376 0.9806 -0.048
N 3.4344 1.8684 -1.2688 0.161
N 3.3758 0.5469 -0.9095 0.069
C 4.4619 -0.3775 -1.2488 -0.131
O 5.5143 0.3558 -1.8211 -0.086
N 6.3332 0.8894 -0.7474 0.013
O 6.9092 1.8186 -1.1035 0.129
H -5.3007 -3.1568 1.4934 0.071
H -5.5883 -1.6641 0.5169 0.083
H -5.3563 -1.4958 2.2621 0.049
H -3.5566 0.0808 1.7543 0.078
H -2.2083 -0.3213 0.6467 0.052
H -3.8605 -0.0439 0.0254 0.071
H -2.4336 -3.3448 2.1344 0.098
H -2.3582 -2.9018 -0.9106 0.102
H -2.1032 -4.4739 -0.0815 0.111
H -0.3614 -2.0870 0.5497 0.080
H -0.0600 -3.7703 0.9058 0.122
H 0.5354 -4.3664 -1.2775 0.133
H -0.9695 -3.2637 -2.6290 0.074
H 0.6056 -2.8398 -3.1974 0.073
H -0.3651 -1.6415 -2.2464 0.085
H 2.6087 -3.7219 -0.7399 0.119
H 2.3217 -2.3321 -1.7546 0.089
H 1.7354 -2.4194 1.2785 0.125
H 3.2569 -1.9653 0.6219 0.107
H 0.7308 -0.4844 0.6725 0.151
H 2.6799 4.2444 -1.9240 0.141
H 2.4598 4.5123 -0.2203 0.141
H -1.7394 4.5526 -1.8033 0.118
H -3.5371 4.5624 -0.1388 0.108
H -3.0021 4.2528 2.2847 0.111
H -0.6480 3.9313 2.9729 0.108
H 1.1158 3.9014 1.3390 0.099
H 4.1700 2.3422 -1.7688 0.173
H 4.8537 -0.8339 -0.3427 0.127
H 4.1582 -1.1125 -1.9857 0.135
O -4.6718 -0.6495 3.9483 -0.590
H -4.0484 -1.3651 4.1272 -0.178
```

Computed properties:
Total energy (Ha): -1355.03087
Orbital gap (eV): 1.923
ΔE to the lowest compared entry with this formula, charge and spin (kJ/mol): 1192.3

[2]
Formula: C20H31N5O5ReS2
Source: OMol25
Level of theory: wB97M-V/def2-TZVPD

The geometry in XYZ format:
```
64
Properties=species:S:1:pos:R:3:lowdin_charge:R:1
Re -0.9741 -0.3020 -0.1516 1.564
C -3.3439 0.6110 -1.8678 -0.131
C -2.9101 -0.7399 -2.3942 -0.124
N -2.3038 -1.5752 -1.2944 -0.188
C -3.2681 -2.3135 -0.4169 -0.205
C -3.9805 -1.4382 0.6078 -0.353
S -2.8594 -0.2652 1.4642 0.978
C -3.5850 1.3718 1.0838 -0.343
C -2.7609 2.1202 0.0479 -0.206
N -2.2680 1.1993 -1.0112 -0.184
H -3.5311 1.2751 -2.7103 0.152
H -4.2632 0.5482 -1.2927 0.109
H -3.7443 -1.2722 -2.8515 0.143
H -2.1322 -0.6068 -3.1431 0.128
H -1.7572 -2.2884 -1.7744 0.129
H -4.0134 -2.8133 -1.0361 0.140
H -2.6925 -3.0825 0.0950 0.115
H -4.7915 -0.8566 0.1769 0.082
H -4.4109 -2.0744 1.3785 0.099
H -4.6149 1.1874 0.7846 0.089
H -3.6093 1.9255 2.0200 0.103
H -3.3522 2.9261 -0.3871 0.148
H -1.8837 2.5543 0.5196 0.116
H -1.6639 1.7181 -1.6708 0.080
N 2.2780 -0.4822 0.6581 0.043
C 2.2371 0.6056 1.6244 -0.155
C 0.9876 1.4350 1.6460 -0.521
O 0.8912 2.4314 2.2874 0.148
O -0.1286 1.0198 0.9288 -0.293
H 2.8847 -1.2238 0.9736 0.090
H 2.6046 -0.1652 -0.2420 0.049
H 3.0415 1.3382 1.5228 0.129
H 2.3178 0.1971 2.6331 0.137
N 0.9050 -5.2990 3.1096 0.187
C 0.5664 -4.2152 2.4112 -0.278
C 0.2511 -2.9929 3.0471 0.025
C -0.1254 -1.9188 2.2990 -0.144
N -0.2114 -1.9497 0.9442 -0.163
C 0.1495 -3.1059 0.3283 -0.128
C 0.5287 -4.2280 0.9966 0.020
H 0.9490 -5.2816 4.1145 0.132
H 1.1516 -6.1612 2.6539 0.131
H 0.3203 -2.8920 4.1231 0.132
H -0.3462 -0.9732 2.7761 0.106
H 0.1804 -3.0881 -0.7559 0.122
H 0.8282 -5.1067 0.4394 0.131
C 5.1287 3.8894 -0.0226 -0.025
C 3.9992 3.1572 -0.7024 -0.246
C 2.6957 3.6467 -0.6279 -0.016
C 1.6518 3.0023 -1.2655 -0.043
C 1.9188 1.8377 -1.9828 -0.306
C 3.2165 1.3408 -2.0951 -0.056
C 4.2418 2.0054 -1.4472 -0.016
S 0.6474 0.9856 -2.7939 0.599
O 1.1779 0.2638 -3.8969 -0.226
O -0.4643 1.8998 -2.9934 -0.294
O 0.1533 -0.1087 -1.7626 -0.496
H 4.7990 4.3430 0.9118 0.088
H 5.4989 4.6918 -0.6651 0.100
H 5.9648 3.2240 0.1872 0.085
H 2.5011 4.5542 -0.0670 0.132
H 0.6496 3.4124 -1.2296 0.121
H 3.4177 0.4697 -2.7077 0.128
H 5.2550 1.6325 -1.5350 0.128
```

Computed properties:
Net charge: +2
Total energy (Ha): -2304.91728
Orbital gap (spin up / spin down) (eV): 8.703 / 7.176
2S+1: 4

[3]
Formula: C20H31NO5
Source: OMol25
Level of theory: wB97M-V/def2-TZVPD

The geometry in XYZ format:
```
57
Properties=species:S:1:pos:R:3:lowdin_charge:R:1
C 3.7215 -0.0529 -2.1502 -0.088
C 3.2374 -1.4416 -1.8470 -0.263
O 1.8703 -1.5172 -2.2512 -0.024
C 1.4017 -2.7745 -2.1267 -0.486
C -0.0164 -2.9325 -2.3632 -0.083
C -0.6404 -4.3043 -2.2274 -0.400
C -0.8030 -4.6828 -0.7558 -0.082
C 0.1807 -5.3648 -2.9620 -0.085
C -0.8152 -1.7413 -2.5662 -0.495
O -0.4581 -0.5925 -2.8057 0.015
O -2.1332 -2.0591 -2.4316 -0.056
C -3.0183 -0.9185 -2.3796 -0.227
C -2.8516 -0.1119 -1.1172 -0.099
O 2.1620 -3.6967 -1.8110 -0.010
H 4.7464 0.0330 -1.7809 0.068
H 3.7240 0.1356 -3.2288 0.078
H 3.1054 0.7141 -1.6704 0.068
H 3.8375 -2.1774 -2.3979 0.121
H 3.3035 -1.6530 -0.7696 0.121
H -1.6302 -4.2225 -2.6975 0.124
H -1.4042 -3.9207 -0.2469 0.061
H -1.3022 -5.6540 -0.6822 0.064
H 0.1895 -4.7489 -0.2944 0.075
H 0.2604 -5.0877 -4.0196 0.080
H 1.1778 -5.4055 -2.5098 0.063
H -0.3185 -6.3359 -2.8750 0.065
H -2.8168 -0.2750 -3.2424 0.118
H -4.0158 -1.3576 -2.4583 0.118
H -3.5219 0.7504 -1.1459 0.074
H -3.0917 -0.7054 -0.2268 0.068
H -1.8202 0.2527 -1.0496 0.044
C 1.9984 6.7126 1.6171 -0.048
O 1.0986 6.0016 0.7369 -0.063
C 0.7343 4.7372 1.0704 -0.233
C -0.1738 4.0639 0.2113 0.033
C -0.6143 2.7976 0.5245 0.016
C -0.2091 2.1608 1.7287 -0.191
C -0.7587 0.8721 2.0694 0.058
N -1.1903 0.5535 3.2725 -0.136
C -1.5839 -0.8280 3.5532 0.003
C -1.3178 1.5138 4.3752 -0.004
C 0.7301 2.8258 2.5561 -0.024
C 1.1988 4.0853 2.2396 0.003
H 2.1019 7.6815 1.1320 0.097
H 1.5706 6.8284 2.6224 0.098
H 2.9722 6.2088 1.6828 0.101
H -0.5060 4.5901 -0.6816 0.133
H -1.3156 2.2812 -0.1331 0.116
H -0.9027 0.1289 1.2707 0.163
H -1.8673 -0.8827 4.6052 0.091
H -2.4322 -1.1274 2.9213 0.113
H -0.7409 -1.5040 3.3548 0.115
H -1.9505 1.0356 5.1291 0.093
H -0.3428 1.7370 4.8311 0.096
H -1.7883 2.4537 4.0547 0.118
H 1.1137 2.3358 3.4504 0.116
H 1.9152 4.5854 2.8960 0.111
```

Computed properties:
Total energy (Ha): -1211.51734
Orbital gap (eV): 2.841

[4]
Formula: C20H32Br12F3N2
Source: OMol25
Level of theory: wB97M-V/def2-TZVPD

The geometry in XYZ format:
```
69
Properties=species:S:1:pos:R:3:lowdin_charge:R:1
F -4.8896 -0.3931 -2.4694 0.050
C -3.5496 -0.4759 -2.0323 -0.119
F -2.6536 -1.0804 -2.9354 0.059
C -3.1712 0.0003 -0.7172 -0.141
F -2.6361 1.3074 -0.6256 -0.064
C -3.3622 -1.0016 0.4861 -0.135
C -3.4181 -0.3059 1.9223 -0.152
C -2.0714 0.5419 2.2531 -0.421
C -0.7904 -0.0548 1.7434 0.041
C 0.4603 0.7770 2.0085 0.067
C 0.1113 2.0372 2.7863 -0.033
N -1.1786 2.3593 3.1802 -0.072
N -2.3260 1.7378 2.9754 -0.101
H -4.3877 -1.5031 0.3295 0.131
H -2.5793 -1.8253 0.4279 0.118
H -4.3399 0.3541 1.9613 0.139
H -3.5004 -1.1343 2.6986 0.095
H -0.7775 -1.0439 1.2035 0.132
H 1.5026 0.4991 1.6857 0.107
H 0.9599 2.7462 3.0515 0.126
H -1.2804 3.2337 3.7307 0.126
Br -1.0095 3.8388 -0.5602 0.663
C 0.2477 5.2878 -0.2160 -0.669
C 0.9738 5.0867 1.0904 -0.666
Br -0.1621 5.5369 2.6116 0.676
H -0.3201 6.2169 -0.2550 0.058
H 0.9483 5.2600 -1.0517 0.065
H 1.8268 5.7625 1.1646 0.068
H 1.3141 4.0622 1.2398 0.026
Br -2.0066 -2.9517 6.4653 0.634
C -0.6043 -1.6438 6.1245 -0.689
C -1.1478 -0.2366 6.1638 -0.571
Br -2.1316 0.1920 4.5239 1.122
H -0.1517 -1.9047 5.1678 0.051
H 0.1265 -1.7960 6.9201 0.063
H -0.3343 0.4897 6.2032 0.064
H -1.8266 -0.0601 6.9987 0.059
Br 1.4776 -2.0969 -2.8024 0.602
C 0.7102 -1.7576 -4.5612 -0.688
C 0.5958 -3.0293 -5.3632 -0.693
Br 2.3257 -3.5737 -6.0757 0.614
H 1.3326 -1.0016 -5.0385 -0.002
H -0.2771 -1.3372 -4.3638 0.045
H -0.0366 -2.8754 -6.2386 0.061
H 0.2110 -3.8693 -4.7861 0.052
Br -8.6481 -4.9041 -3.5846 0.616
C -7.4611 -3.4308 -4.0496 -0.699
C -6.0198 -3.7832 -3.7808 -0.682
Br -5.6111 -3.6873 -1.8769 0.615
H -7.8025 -2.5593 -3.4921 0.052
H -7.6223 -3.2613 -5.1151 0.060
H -5.3528 -3.0592 -4.2512 0.054
H -5.7519 -4.7855 -4.1127 0.054
Br 3.6480 0.6644 -4.6261 0.646
C 5.0578 0.7691 -3.2857 -0.671
C 4.6211 0.1406 -1.9875 -0.694
Br 3.4119 1.3125 -1.0056 0.570
H 5.3270 1.8205 -3.1888 0.054
H 5.8991 0.2214 -3.7126 0.066
H 5.4747 -0.0065 -1.3235 0.002
H 4.1035 -0.8087 -2.1212 0.013
Br 6.4297 1.3620 3.7283 0.593
C 7.7589 0.8797 2.3866 -0.689
C 7.1064 0.5116 1.0781 -0.699
Br 6.3353 -1.2776 1.1498 0.624
H 8.3602 0.0757 2.8093 0.056
H 8.3798 1.7689 2.2694 0.062
H 7.8468 0.4697 0.2777 0.064
H 6.3049 1.1919 0.7897 0.033
```

Computed properties:
Net charge: +1
Total energy (Ha): -32077.97234
Orbital gap (eV): 5.963